Entry 1:
The following is a DFT calculation (ωB97M-V/def2-TZVPD) of a cluster of 2 separate species, C4H6N3O3 in total at a distorted geometry.

Each line ends with the Löwdin charge.
Element x y z (Å)
C: -0.86067 -0.88441 -0.76771  -0.048
C: 0.44005 -0.32017 -0.18266  -0.321
C: -2.06455 -2.26464 1.03367  -0.243
C: 1.04656 3.61545 0.28862  -0.430
N: -1.51287 -1.35229 0.44323  0.062
N: 0.33588 -0.30112 1.05855  0.234
N: 1.46749 -0.09033 -1.07335  0.216
O: -2.68166 -2.93049 1.71054  0.280
O: -0.09231 3.77370 0.35874  0.221
O: 2.08442 3.26608 -0.03795  0.208
H: -0.85517 -1.58275 -1.66332  0.167
H: 1.12110 -0.13052 1.62415  0.145
H: 1.26489 -0.21128 -2.06259  0.132
H: 2.27260 0.48697 -0.82778  0.130
H: -1.49522 -0.11874 -1.23141  0.145
H: -0.47052 -0.95548 1.32926  0.101

Forces on the atoms, in the same order (eV/Å):
-1.26 -0.76 -0.71
0.76 -0.87 -5.89
0.03 1.75 -1.93
-1.93 -0.67 -1.42
-1.71 -1.52 -1.28
1.95 0.51 2.71
-1.48 0.42 1.86
-0.76 -1.68 1.24
-0.75 0.82 1.10
2.65 -0.21 0.32
0.83 0.11 1.55
1.05 0.49 1.00
0.08 0.15 0.43
-0.33 -0.33 -0.06
0.28 0.53 0.60
0.57 1.26 0.48

Relative energy (zero: lowest compared OMol25 entry of this formula, charge and spin) ... 29.6 kcal per mole
Kohn-Sham gap ... 0.4319 Eh
E_tot ... -545.7632 Eh
Largest force on an atom ... 6.001 eV/Å
Highest occupied orbital energy ... -15.307 eV
Net charge ... +1
LUMO energy ... -3.55 eV

***

Entry 2:
The following is a DFT calculation (ωB97M-V/def2-TZVPD) of an isolated molecule of C9H12S at a distorted geometry.

Each line ends with the Löwdin charge.
Element x y z (Å)
C: 1.14394 1.66036 -1.32529  -0.082
C: 2.30755 -0.31772 -0.24784  -0.657
C: 1.21635 0.53411 -0.41590  -0.272
C: 0.28656 2.52178 -0.81898  0.122
C: -0.68061 1.97901 0.13844  -0.121
C: -0.00274 0.64009 0.53623  -0.207
C: -0.87642 -1.20060 -1.01852  -0.034
C: -0.88368 -1.40643 1.63544  -0.056
C: -0.99438 -0.52693 0.35366  -0.368
S: 3.53572 -0.46443 -1.31634  0.664
H: 1.93901 1.86129 -2.02649  0.089
H: 2.16489 -1.22644 0.40773  0.069
H: -0.89302 2.58978 0.92894  0.088
H: -1.55142 1.76937 -0.39240  0.100
H: 0.44094 0.62295 1.45099  0.112
H: 0.08022 -1.58144 -1.29028  0.066
H: -1.00676 -0.38039 -1.66986  0.068
H: -1.67038 -1.94501 -1.11656  0.092
H: -1.63700 -2.20147 1.54321  0.079
H: -1.09138 -0.88086 2.54556  0.067
H: 0.16255 -1.80353 1.67303  0.085
H: -1.98994 -0.24350 0.42524  0.099

Forces on the atoms, in the same order (eV/Å):
1.72 -0.02 0.02
-1.85 -1.69 0.33
-0.25 0.65 0.61
-0.30 0.27 -0.30
1.96 -1.14 -0.71
-0.80 -0.38 -3.80
-0.63 -0.07 1.43
0.89 -1.22 -1.81
1.98 -1.42 1.74
1.21 0.24 -0.74
-0.18 -0.07 -0.36
0.05 1.36 -0.07
-0.58 1.63 2.16
-1.82 -0.28 -0.77
0.65 0.31 3.04
0.74 -0.71 0.22
-0.62 0.72 -1.35
0.19 0.07 -0.30
0.49 -0.18 0.21
-0.06 0.61 0.37
-0.95 -0.11 0.27
-1.86 1.42 -0.16

Relative energy (zero: lowest compared OMol25 entry of this formula, charge and spin) ... 64.1 kcal per mole
Kohn-Sham gap (spin up / spin down) ... 0.2498 / 0.2522 Eh
E_tot ... -748.1378 Eh
Largest force on an atom ... 3.902 eV/Å
Highest occupied orbital energy (spin up / spin down) ... -7.823 / -8.343 eV
LUMO energy (spin up / spin down) ... -1.03 / -1.48 eV

***

Entry 3:
The following is a DFT calculation (ωB97M-V/def2-TZVPD) of an isolated molecule of C12H10OS2 at a distorted geometry.

Each line ends with the Löwdin charge.
Element x y z (Å)
O: -2.63428 -0.44652 0.37927  -0.395
S: -1.83544 -0.03373 -0.78420  0.587
S: -2.62673 0.10079 -2.81622  0.178
C: -0.92360 1.45861 -0.42417  -0.378
C: -0.74839 1.83524 0.89434  -0.075
C: 0.08261 2.92056 1.22150  -0.071
C: 0.74404 3.69880 0.24363  -0.085
C: 0.45006 3.34951 -1.05725  -0.099
C: -0.37495 2.28081 -1.42972  -0.074
C: -0.58492 -1.29182 -0.85021  -0.354
C: -1.00258 -2.54658 -1.13101  -0.109
C: -0.10792 -3.56265 -1.28418  -0.043
C: 1.27926 -3.32582 -1.09449  -0.054
C: 1.73380 -2.02143 -0.91721  -0.071
C: 0.79554 -1.00772 -0.69661  -0.035
H: -1.30324 1.27733 1.67388  0.125
H: 0.19297 3.10190 2.31370  0.114
H: 1.46608 4.58217 0.47845  0.142
H: 0.89039 4.09443 -1.85555  0.145
H: -0.56184 2.10514 -2.42130  0.050
H: -1.96380 -2.75978 -1.33747  0.081
H: -0.36480 -4.57976 -1.52574  0.108
H: 2.02859 -4.08090 -1.21515  0.097
H: 2.76039 -1.86695 -0.72611  0.092
H: 1.20780 0.02094 -0.55484  0.123

Forces on the atoms, in the same order (eV/Å):
-0.06 0.89 -0.88
-1.00 -0.51 -1.78
1.03 -0.11 3.16
0.37 1.15 -0.74
-0.11 -0.11 0.74
0.21 0.11 1.02
0.12 0.06 1.37
0.84 1.98 -2.37
0.63 0.22 2.70
2.41 1.97 0.11
1.68 -0.64 -0.18
2.80 -0.73 0.56
-1.00 0.91 -0.82
-1.86 -0.62 1.21
0.06 0.80 -0.78
0.63 0.39 -0.44
0.04 0.14 -1.00
-1.59 -1.85 -0.30
-1.01 -1.95 1.28
-0.46 -0.55 -2.28
-3.38 -0.41 -0.46
-0.56 -0.04 -0.03
0.00 -0.60 -0.01
0.99 0.42 -0.14
-0.80 -0.93 0.05

Relative energy (zero: lowest compared OMol25 entry of this formula, charge and spin) ... 0.0 kcal per mole
Kohn-Sham gap ... 0.3150 Eh
E_tot ... -1334.7923 Eh
Largest force on an atom ... 3.433 eV/Å
Highest occupied orbital energy ... -8.634 eV
Structure (SMILES) ... O=S(=S)(c1ccccc1)c1ccccc1
LUMO energy ... -0.06 eV

***

Entry 4:
The following is a DFT calculation (ωB97M-V/def2-TZVPD) of a structure of composition C30H38As2KN4O6.

Each line ends with the Löwdin charge.
Element x y z (Å)
K: 0.29134 -0.38815 -0.37441  0.618
C: 1.65912 0.18738 5.36691  -0.001
C: 2.36455 -0.02297 4.07186  -0.366
N: 1.91628 -0.72630 3.05488  0.178
C: 2.89917 -0.67682 2.09423  -0.118
C: 3.95640 0.07393 2.55021  -0.089
N: 3.59574 0.47421 3.81017  0.163
C: 5.26666 0.53523 2.02758  -0.512
O: 5.57365 0.18030 0.80997  0.104
O: 6.02843 1.11861 2.77986  0.055
C: 2.76024 -1.34760 0.75069  -0.637
O: 3.64964 -1.06098 -0.10905  -0.005
O: 1.77406 -2.07022 0.55811  -0.131
H: 0.61522 -0.09506 5.25892  0.053
H: 1.70514 1.23163 5.68104  0.080
H: 2.10400 -0.42313 6.15617  0.080
H: 4.19080 1.04189 4.39166  0.161
H: 4.76774 -0.33478 0.37433  0.042
C: 0.39680 3.29959 2.46467  -0.309
As: -0.65247 1.77516 1.81301  1.132
C: -2.22465 2.76921 1.20882  -0.299
C: -1.37075 1.12287 3.53193  -0.423
C: -1.61923 1.99426 4.59313  -0.125
C: -2.07416 1.52852 5.81678  -0.103
C: -2.29896 0.16927 5.99213  -0.103
C: -2.07149 -0.70377 4.93977  -0.135
C: -1.60347 -0.24856 3.70654  -0.431
As: -1.26613 -1.51567 2.22466  1.133
C: -0.53981 -3.00181 3.28159  -0.309
C: -3.10838 -2.20158 2.10021  -0.320
H: -0.20359 4.04740 2.98376  0.010
H: 0.85998 3.75907 1.59168  0.022
H: 1.18258 2.93406 3.12713  0.011
H: -2.59927 3.42859 1.99325  0.017
H: -2.99352 2.05789 0.91197  0.021
H: -1.92121 3.33397 0.32868  0.016
H: -1.44722 3.05684 4.46542  0.084
H: -2.25199 2.22206 6.63017  0.095
H: -2.65114 -0.20843 6.94478  0.095
H: -2.25145 -1.76328 5.08604  0.087
H: -1.31764 -3.49192 3.86874  0.011
H: 0.24460 -2.61229 3.92607  0.004
H: -0.09142 -3.71497 2.59131  0.017
H: -3.51147 -2.44937 3.08309  0.009
H: -3.08294 -3.08865 1.46781  0.009
H: -3.74354 -1.45714 1.62085  0.016
C: 0.71095 0.37378 -7.57872  -0.060
C: 0.38133 0.72506 -6.15158  -0.293
C: -0.89760 1.12917 -5.78869  -0.040
C: -1.22350 1.41382 -4.46774  -0.221
C: -2.62653 1.84484 -4.12622  -0.037
C: -0.23668 1.32540 -3.47717  -0.050
C: 1.07042 0.96393 -3.82757  -0.186
C: 2.21013 0.92366 -2.83441  -0.031
C: 1.34616 0.65083 -5.15877  -0.024
C: -0.61709 1.58539 -2.01829  -0.734
O: 0.01484 2.45460 -1.38750  -0.043
O: -1.50226 0.81833 -1.55450  -0.160
H: -0.05145 0.74935 -8.26195  0.069
H: 0.77575 -0.70869 -7.71735  0.073
H: 1.67142 0.79589 -7.87835  0.074
H: -1.66444 1.22217 -6.55252  0.109
H: -3.25726 1.84670 -5.01634  0.069
H: -2.62986 2.85271 -3.70444  0.091
H: -3.05994 1.19396 -3.36842  0.070
H: 2.04236 1.63057 -2.02533  0.073
H: 3.13546 1.20259 -3.34052  0.083
H: 2.38430 -0.06844 -2.40665  0.074
H: 2.36023 0.36374 -5.42250  0.117
C: -1.16207 -2.29501 -4.69695  -0.010
N: -1.04754 -2.74980 -3.32774  -0.126
C: -0.20470 -3.71944 -2.83898  -0.074
C: -0.40675 -3.74043 -1.49000  -0.155
N: -1.34899 -2.80541 -1.13715  0.041
C: -1.71182 -2.23844 -2.26424  -0.190
H: -1.71532 -3.01164 -5.30588  0.088
H: -0.17094 -2.14020 -5.12155  0.090
H: -1.67294 -1.33537 -4.70382  0.081
H: 0.46425 -4.26693 -3.47962  0.110
H: 0.10700 -4.33352 -0.75242  0.098
H: -2.37322 -1.39160 -2.36320  0.122

Forces on the atoms, in the same order (eV/Å):
0.04 -0.16 -0.08
0.02 0.01 0.02
-0.03 -0.05 -0.03
0.01 0.05 0.05
0.05 -0.03 -0.07
-0.14 0.30 -0.02
-0.03 0.00 0.00
0.40 -0.77 0.12
0.02 0.33 0.07
-0.12 0.31 -0.05
0.08 -0.09 0.18
-0.04 -0.05 -0.06
0.42 -0.39 0.24
-0.03 0.00 -0.01
-0.01 0.00 -0.01
0.01 0.00 0.00
0.02 0.00 -0.01
-0.09 -0.06 -0.05
-0.02 0.00 0.02
0.06 0.08 0.04
0.03 -0.03 0.03
0.02 -0.02 0.03
0.01 -0.03 -0.01
0.00 0.00 0.00
-0.01 0.00 0.00
0.01 0.01 -0.02
-0.01 0.02 0.00
-0.11 -0.04 0.21
-0.05 0.03 -0.01
0.04 0.02 -0.01
0.00 0.00 0.00
-0.01 0.00 -0.01
0.00 0.01 0.00
-0.01 0.00 -0.01
-0.01 0.01 -0.01
0.00 0.00 0.00
0.00 0.00 0.01
0.00 0.00 0.00
0.00 0.00 0.00
0.00 0.00 0.00
0.02 -0.02 0.01
0.02 0.00 -0.03
-0.01 0.00 -0.01
-0.01 -0.02 -0.01
-0.01 -0.01 -0.01
0.00 0.01 0.01
0.01 0.01 -0.01
0.00 0.00 0.00
0.00 -0.01 0.01
0.00 0.01 0.00
-0.01 0.02 0.00
-0.02 0.02 0.01
0.00 0.00 -0.03
-0.02 0.07 -0.04
0.02 0.01 0.01
-0.07 0.22 -0.17
-0.03 -0.02 -0.01
-0.40 0.27 -0.33
0.00 0.00 0.00
-0.01 0.00 0.01
0.00 0.00 0.00
0.00 0.00 0.00
0.01 0.00 0.00
0.01 -0.01 0.01
-0.01 -0.02 -0.01
-0.01 -0.01 0.01
0.02 -0.04 0.04
-0.07 -0.03 -0.03
0.00 0.00 -0.01
0.04 0.00 0.01
-0.01 0.04 0.04
-0.02 0.00 0.00
0.07 0.01 -0.03
-0.06 -0.08 0.03
0.10 0.12 -0.04
0.01 0.00 0.00
0.00 0.00 0.00
-0.02 0.00 -0.01
0.00 -0.01 0.00
-0.01 0.00 0.02
-0.04 -0.02 0.04

Relative energy (zero: lowest compared OMol25 entry of this formula, charge and spin) ... 3.5 kcal per mole
Kohn-Sham gap ... 0.2854 Eh
E_tot ... -6908.1607 Eh
Largest force on an atom ... 0.872 eV/Å
Highest occupied orbital energy ... -5.442 eV
Net charge ... -1
LUMO energy ... 2.32 eV